The following is a DFT calculation (wB97M-V/def2-TZVPD) of a molecular structure, C55H43AsBrCrNO2P2.

Calculated values
Highest occupied orbital energy (spin up / spin down), eV: -10.351 / -10.339
Multiplicity: 2
Total charge: +1
Orbital gap (spin up / spin down), eV: 6.514 / 7.121
<S²>: 0.764

Element x y z (Å)
Cr 0.56526 -0.14116 -0.39184
C 1.68708 -3.08654 -0.75209
P -0.02563 -2.41894 -0.75806
C -1.06568 -3.54444 0.22841
C -2.44323 -3.33259 0.17699
C -3.30930 -4.16995 0.85646
C -2.80777 -5.23107 1.59271
C -1.43868 -5.43880 1.66181
C -0.56697 -4.59769 0.98914
C -0.69176 -2.73807 -2.42146
C -1.75178 -1.94396 -2.86046
C -2.25033 -2.08890 -4.14558
C -1.68497 -3.01842 -5.00566
C -0.64827 -3.82845 -4.56622
C -0.15673 -3.69647 -3.27712
C 2.57616 -2.19599 0.06971
C 3.88542 -2.34696 0.44274
C 4.34483 -1.07079 0.89586
C 3.29772 -0.19818 0.77313
C 3.18603 1.28084 0.99125
P 1.77240 1.82578 -0.04653
C 1.02321 3.28401 0.72736
C 1.78224 4.26577 1.35678
C 1.17051 5.43464 1.78133
C -0.18440 5.63458 1.55584
C -0.94492 4.65284 0.93883
C -0.34348 3.47131 0.53503
C 2.42194 2.58815 -1.56500
C 3.75972 2.56509 -1.93795
C 4.15928 3.18381 -3.11481
C 3.22641 3.80053 -3.93312
C 1.88391 3.79906 -3.57991
C 1.48358 3.20236 -2.39718
N 2.19493 -0.88747 0.30043
H 2.02868 -3.00116 -1.78882
H 1.73374 -4.13471 -0.46220
H -2.84258 -2.51718 -0.41506
H -4.37709 -4.00036 0.80835
H -3.48241 -5.89570 2.11694
H -1.04059 -6.25418 2.25092
H 0.49825 -4.77226 1.05546
H -2.18400 -1.20182 -2.20021
H -3.06868 -1.46423 -4.47967
H -2.05172 -3.10833 -6.01965
H -0.21540 -4.55997 -5.23570
H 0.64522 -4.34366 -2.94466
H 4.47131 -3.24943 0.37329
H 5.34058 -0.84059 1.23935
H 4.11051 1.79445 0.72865
H 2.94242 1.53732 2.02575
H 2.84592 4.11793 1.50012
H 1.75684 6.20147 2.27035
H -0.65426 6.56134 1.85844
H -2.00112 4.81614 0.76526
H -0.92442 2.69157 0.05051
H 4.49338 2.05772 -1.32465
H 5.20455 3.17470 -3.39417
H 3.54815 4.28204 -4.84704
H 1.14366 4.26325 -4.21913
H 0.44038 3.22521 -2.10696
Br 2.08116 -0.81301 -5.13558
C 0.55149 0.29286 -5.21353
C 0.13462 0.65613 -6.48653
C -0.99508 1.43648 -6.65762
C -1.72311 1.86616 -5.55790
C -1.31453 1.50528 -4.29212
C -0.17628 0.72001 -4.08923
C 0.13487 0.38841 -2.68237
O -0.68039 0.72714 -1.75328
O 1.17086 -0.22364 -2.31091
H 0.69616 0.31477 -7.34468
H -1.31320 1.69841 -7.65805
H -2.60727 2.47333 -5.69733
H -1.87033 1.81738 -3.41755
C 0.89948 3.32296 4.82437
C -0.34199 3.43771 4.21597
C -0.78174 2.46014 3.33703
C 0.02466 1.36306 3.06504
C 1.26674 1.24485 3.68216
C 1.70437 2.22404 4.55990
As -0.48821 -0.02969 1.79206
C -0.27905 -1.46128 3.07453
C 0.88887 -2.12346 3.41044
C 0.87275 -3.04438 4.44897
C -0.30682 -3.30078 5.13010
C -1.48545 -2.66322 4.76855
C -1.48253 -1.73214 3.73776
C -2.65575 -1.00491 3.21236
C -3.97022 -1.14358 3.63720
C -4.98663 -0.44675 2.99749
C -4.70755 0.39744 1.93142
C -3.39403 0.56865 1.51604
C -2.38087 -0.12429 2.15621
H 1.23637 4.08140 5.51865
H -0.96946 4.29396 4.42704
H -1.75279 2.54545 2.86580
H 1.88070 0.37235 3.48218
H 2.66985 2.13203 5.04070
H 1.80546 -1.93824 2.85941
H 1.78370 -3.55922 4.72562
H -0.31585 -4.02422 5.93524
H -2.40055 -2.88515 5.30270
H -4.20958 -1.79938 4.46479
H -6.00963 -0.57125 3.32749
H -5.51028 0.92814 1.43737
H -3.16099 1.22653 0.68575

---

The following is a DFT calculation (wB97M-V/def2-TZVPD) of a molecular structure, C55H43OP2RhS.

Calculated values
Highest occupied orbital energy (spin up / spin down), eV: -12.386 / -12.390
Total charge: +2
Orbital gap (spin up / spin down), eV: 6.099 / 6.109

Element x y z (Å)
Rh 1.30507 0.50883 0.38806
O 2.34034 -2.46546 1.14196
S 1.09588 -1.70679 0.93638
C 0.01899 -2.56813 -0.19690
C -0.41357 -3.77351 0.33233
C -1.28120 -4.64899 -0.33701
C -1.73716 -4.27082 -1.56753
C -2.67470 -4.96384 -2.52184
C -2.78824 -4.00256 -3.73231
C -1.85311 -2.86211 -3.41182
C -1.51133 -1.76110 -4.13593
C -0.56108 -0.87830 -3.57816
C 0.00224 -1.05971 -2.33268
P 1.32123 0.01899 -1.82308
C 1.53364 1.37511 -2.97743
C 1.05848 2.65058 -2.68849
C 1.23325 3.68237 -3.59889
C 1.88800 3.43948 -4.79692
C 2.37933 2.17188 -5.08661
C 2.21013 1.14184 -4.17831
C 2.85096 -0.91702 -1.89269
C 2.88493 -2.24558 -2.31124
C 4.09666 -2.92059 -2.35397
C 5.26604 -2.27596 -1.98375
C 5.24123 -0.94387 -1.58588
C 4.03768 -0.26567 -1.54570
C -0.38128 -2.17879 -1.51844
C -1.28781 -3.06127 -2.12874
C 0.14633 -1.74684 2.41030
C 0.62604 -2.53262 3.43121
C -0.14657 -2.79852 4.58504
C -1.42131 -2.31481 4.62825
C -2.51652 -2.47616 5.65610
C -3.74620 -1.74987 5.04986
C -3.24057 -1.13722 3.76752
C -3.86645 -0.37321 2.82453
C -3.09944 0.09053 1.73714
C -1.75351 -0.21003 1.54862
P -0.93373 0.88011 0.36110
C -2.04834 1.01885 -1.04700
C -2.08024 2.20088 -1.78457
C -2.92341 2.31305 -2.87944
C -3.75300 1.25687 -3.22773
C -3.74161 0.08507 -2.48236
C -2.89059 -0.03821 -1.39650
C -0.83161 2.51732 1.12988
C 0.33806 3.23830 0.91412
C 0.50314 4.53010 1.39214
C -0.53208 5.11227 2.10350
C -1.70152 4.40018 2.35137
C -1.85597 3.11148 1.87390
C -1.13243 -1.11551 2.46560
C -1.89479 -1.49896 3.57430
H -0.07234 -4.06188 1.31820
H -1.57134 -5.57997 0.12926
H -3.63983 -5.15968 -2.05476
H -2.26796 -5.93285 -2.81475
H -3.80768 -3.63786 -3.86348
H -2.50598 -4.48536 -4.66762
H -1.92309 -1.55497 -5.11390
H -0.26283 -0.02004 -4.16425
H 0.55908 2.84510 -1.75023
H 0.86927 4.67443 -3.37105
H 2.02977 4.24446 -5.50502
H 2.90364 1.99182 -6.01429
H 2.61321 0.15976 -4.39546
H 1.97636 -2.75507 -2.60080
H 4.12706 -3.95140 -2.67874
H 6.20750 -2.80728 -2.01929
H 6.15872 -0.43616 -1.32230
H 4.02998 0.78707 -1.28418
H 1.60420 -2.98201 3.31670
H 0.26609 -3.41477 5.37137
H -2.21520 -2.02831 6.60391
H -2.71696 -3.52889 5.85321
H -4.14805 -0.98861 5.71824
H -4.55864 -2.44671 4.83903
H -4.90913 -0.09738 2.90035
H -3.59192 0.73292 1.01895
H -1.47155 3.04526 -1.48993
H -2.95254 3.23455 -3.44477
H -4.42442 1.35510 -4.06967
H -4.40278 -0.72996 -2.74502
H -2.89346 -0.95285 -0.81783
H 1.14908 2.75419 0.34999
H 1.42057 5.06801 1.20996
H -0.43071 6.12291 2.47490
H -2.50013 4.85813 2.91835
H -2.77276 2.58393 2.08649
C 2.93025 0.42871 1.82868
C 2.95354 1.71851 2.48312
C 3.62655 2.79620 1.88896
C 3.66579 4.03093 2.51356
C 3.01454 4.21033 3.72662
C 2.33965 3.15100 4.32806
C 2.31874 1.91095 3.71931
H 2.81299 -0.48145 2.39838
H 3.60892 0.31076 0.97906
H 4.15507 2.64347 0.95376
H 4.21333 4.84977 2.06660
H 3.04839 5.17085 4.22207
H 1.84874 3.29539 5.28031
H 1.81004 1.07692 4.18869

---

The following is a DFT calculation (wB97M-V/def2-TZVPD) of a molecular structure, C55H44ClN6NiO6PS.

Calculated values
Highest occupied orbital energy (spin up / spin down), eV: -7.324 / -6.528
Multiplicity: 3
Orbital gap (spin up / spin down), eV: 7.399 / 4.123
<S²>: 2.033

Element x y z (Å)
Ni -0.76396 0.40246 -0.47836
C 4.66102 1.45446 0.61362
N 3.56022 0.78420 -0.06209
C 2.23088 1.03671 0.10700
N 1.51405 0.25073 -0.66719
C 2.38770 -0.54634 -1.35492
C 3.67649 -0.22221 -0.99435
C 4.97910 -0.71062 -1.48053
C 5.91579 -1.26285 -0.60970
C 7.13845 -1.71522 -1.08637
C 7.43447 -1.62540 -2.43893
C 6.50175 -1.08422 -3.31514
C 5.28297 -0.62688 -2.83907
C 1.90057 -1.58338 -2.28275
C 0.65209 -1.43541 -2.88735
C 0.15245 -2.41218 -3.73510
C 0.89896 -3.55350 -3.99807
C 2.14421 -3.70823 -3.40484
C 2.64175 -2.73398 -2.55191
P 1.54918 2.28667 1.26497
C 0.38700 3.06699 0.08730
N -0.22797 2.43774 -0.88385
C -0.98543 3.34380 -1.56010
C -0.84665 4.57326 -0.95228
N 0.03683 4.38462 0.08607
C 0.48202 5.41147 1.01334
C -1.52611 5.85807 -1.20042
C -0.81826 6.99490 -1.58432
C -1.48888 8.18409 -1.83525
C -2.87033 8.23998 -1.70561
C -3.57833 7.10800 -1.32202
C -2.91279 5.91814 -1.06774
C -1.77986 2.92971 -2.73079
C -2.09966 1.58558 -2.90744
C -2.84623 1.15986 -3.99184
C -3.28824 2.07987 -4.93168
C -2.96664 3.42116 -4.77655
C -2.21477 3.84324 -3.69048
C 0.43444 1.12414 2.13596
N -0.29323 0.26723 1.48176
C -0.99198 -0.48599 2.37125
C -0.64648 -0.07790 3.64252
N 0.25864 0.95434 3.47650
C 0.93483 1.68256 4.53702
C -1.04476 -0.59779 4.96017
C -0.86719 -1.95131 5.24248
C -1.27311 -2.47220 6.46125
C -1.85395 -1.64536 7.41436
C -2.02914 -0.29552 7.14284
C -1.62897 0.22611 5.92070
C -2.01483 -1.41183 1.84809
C -3.10140 -1.82490 2.61548
C -4.10484 -2.60304 2.05504
C -4.04651 -2.97132 0.71838
C -2.97041 -2.56412 -0.05658
C -1.96409 -1.79682 0.50330
H 4.34840 2.45227 0.90605
H 5.50915 1.52814 -0.06165
H 4.96760 0.90678 1.50465
H 5.67564 -1.36278 0.44276
H 7.85653 -2.14778 -0.40115
H 8.38817 -1.97805 -2.81047
H 6.72557 -1.01586 -4.37212
H 4.55149 -0.20602 -3.51857
H 0.08473 -0.53098 -2.70688
H -0.81744 -2.27655 -4.19753
H 0.51542 -4.31501 -4.66591
H 2.72771 -4.60142 -3.59611
H 3.60111 -2.88071 -2.07129
H -0.33224 6.10770 1.19575
H 1.33244 5.96294 0.61256
H 0.77372 4.95084 1.95310
H 0.25813 6.94130 -1.70524
H -0.93504 9.06202 -2.14370
H -3.39455 9.16618 -1.90561
H -4.65581 7.15127 -1.22269
H -3.45312 5.02324 -0.77738
H -1.79475 0.85383 -2.15667
H -3.10142 0.11177 -4.08975
H -3.88562 1.75649 -5.77523
H -3.30298 4.14915 -5.50487
H -1.95806 4.89093 -3.59549
H 1.09056 1.02206 5.38598
H 0.34857 2.54122 4.86379
H 1.89875 2.03229 4.17571
H -0.41315 -2.58974 4.49297
H -1.13654 -3.52616 6.66856
H -2.17362 -2.05343 8.36474
H -2.49392 0.35016 7.87724
H -1.80045 1.27251 5.69594
H -3.18408 -1.50900 3.64731
H -4.95343 -2.89432 2.66192
H -4.84746 -3.55310 0.27841
H -2.91874 -2.83714 -1.10396
H -1.08999 -1.54355 -0.11130
O -4.15272 2.89897 -0.37662
Cl -3.87934 1.62336 0.23716
O -4.66965 1.45335 1.42325
O -4.12699 0.55502 -0.69758
O -2.45149 1.58941 0.61836
O -1.65400 -8.44032 -0.65438
C -0.33881 -8.15130 -0.72343
O 0.42434 -8.95128 -1.18329
C 0.09838 -6.80635 -0.21976
C 1.39270 -6.40023 -0.54699
C 1.85867 -5.16740 -0.14697
C 1.03590 -4.29943 0.60090
S 1.59287 -2.74586 1.06353
C -0.25571 -4.73194 0.95558
C -0.71181 -5.96959 0.54854
H -2.15863 -7.68898 -0.32260
H 2.01192 -7.07363 -1.12492
H 2.85728 -4.84248 -0.40533
H -0.89007 -4.08215 1.54244
H -1.70493 -6.27222 0.86249

---

The following is a DFT calculation (wB97M-V/def2-TZVPD) of 8 unconnected molecules or ions with the total composition C55H44F9N4O15S.

Calculated values
Highest occupied orbital energy, eV: -11.337
Total charge: +1
Orbital gap, eV: 6.855

Element x y z (Å)
N 1.61766 0.58676 0.52007
N 0.77451 -0.17823 1.31925
C 1.20545 -1.17975 2.10762
N 2.60461 -1.54609 2.24238
C 3.29111 -0.85661 3.38947
C 4.53819 -0.01798 2.80794
C 4.88296 1.31315 3.67336
F 4.30182 1.29598 4.97325
F 6.30810 1.20275 3.91657
C 4.70491 2.68201 2.87077
F 5.61148 3.62024 3.47078
F 5.11318 2.61526 1.50713
S 3.01712 3.47329 2.91504
F 2.85082 3.28330 1.23507
F 3.75301 4.95735 2.55870
F 3.10904 3.86639 4.52565
F 2.20542 2.04136 3.17567
F 1.52957 4.23948 2.88136
N 0.14703 -1.90820 2.84570
C -0.82818 -2.50807 1.88597
C -2.21190 -1.72389 1.74636
O -3.04132 -2.15782 0.89043
C -2.62651 -0.41601 2.54320
C -2.79333 0.94034 1.77342
C -3.17861 2.24541 2.52329
C -3.40088 2.22022 4.07734
C -3.22867 0.87944 4.82352
C -2.83463 -0.42953 4.08592
H 2.52048 0.77972 0.97481
H 1.85909 0.00345 -0.32040
H -0.23690 0.07385 1.26969
H 3.11665 -1.46010 1.35442
H 2.58960 -0.27094 4.06829
H 3.74515 -1.68920 4.04972
H 4.44078 0.22203 1.67919
H 5.45058 -0.73342 2.86336
H -0.29593 -1.31034 3.55847
H -0.32287 -2.48135 0.84526
H -1.06954 -3.60844 2.07815
H -2.62059 1.03106 0.64628
H -3.31814 3.24772 2.00980
H -3.70873 3.14592 4.66655
H -3.39966 0.80226 5.95047
H -2.68218 -1.44306 4.61172
C 1.20724 -1.50721 -3.58039
C 0.75584 -2.59328 -4.20961
C 1.05455 -3.95050 -3.70518
O 0.64635 -4.94052 -4.27770
C 1.87099 -4.05729 -2.47665
C 2.32151 -2.97069 -1.84879
C 2.02228 -1.61454 -2.35363
O 2.43400 -0.61634 -1.77628
H 0.99915 -0.50569 -3.93563
H 0.15656 -2.53265 -5.10994
H 2.07980 -5.05865 -2.12094
H 2.92144 -3.03098 -0.94849
C -0.42624 -6.64499 -7.58528
C 0.56444 -6.78976 -6.70478
C 1.43655 -7.98336 -6.72146
O 2.33996 -8.11711 -5.91672
C 1.16909 -9.00885 -7.75265
C 0.17824 -8.86354 -8.63342
C -0.69379 -7.66962 -8.61646
O -1.59711 -7.53492 -9.42136
H -1.07488 -5.77765 -7.58693
H 0.77394 -6.04748 -5.94453
H 1.81775 -9.87595 -7.75092
H -0.03167 -9.60485 -9.39452
C 5.32365 -2.43982 9.21635
C 4.40251 -2.81635 8.32835
C 4.04009 -1.95079 7.18667
O 3.19653 -2.29292 6.37472
C 4.73771 -0.65357 7.06528
C 5.65891 -0.27642 7.95282
C 6.02217 -1.14189 9.09549
O 6.86289 -0.80016 9.90377
H 5.60118 -3.06057 10.05902
H 3.88230 -3.76343 8.40166
H 4.45919 -0.03271 6.22134
H 6.17891 0.67090 7.87903
C -7.77172 5.80787 0.83909
C -6.76635 5.65294 1.70121
C -5.91803 4.44376 1.68012
O -4.99858 4.30003 2.47033
C -6.22490 3.41222 0.66578
C -7.22992 3.56628 -0.19661
C -8.07909 4.77708 -0.17531
O -8.99484 4.91943 -0.96283
H -8.40297 6.68714 0.84168
H -6.52769 6.39858 2.44967
H -5.59259 2.53275 0.66446
H -7.46879 2.82064 -0.94502
C 9.55736 -0.42212 0.54302
C 8.42320 -0.48998 1.24108
C 7.66035 -1.75125 1.34238
O 6.62006 -1.81317 1.98024
C 8.20163 -2.93465 0.64309
C 9.33576 -2.86795 -0.05526
C 10.10009 -1.60616 -0.15743
O 11.13396 -1.54456 -0.79143
H 10.12893 0.49355 0.45735
H 8.01230 0.36733 1.76064
H 7.62955 -3.85006 0.72933
H 9.74607 -3.72531 -0.57424
C -2.34151 -1.42626 -9.93938
C -1.35169 -1.57257 -9.05803
C -0.47940 -2.76602 -9.07530
O 0.42406 -2.90071 -8.26792
C -0.74583 -3.78984 -10.10817
C -1.73587 -3.64388 -10.98965
C -2.60810 -2.45039 -10.97238
O -3.50944 -2.31510 -11.77641
H -2.99021 -0.55922 -9.94071
H -1.14279 -0.83193 -8.29590
H -0.09728 -4.65703 -10.10698
H -1.94484 -4.38454 -11.75150
C -11.01957 9.09760 2.69501
C -11.96125 9.98395 2.36965
C -11.91515 10.71498 1.08536
O -12.77173 11.52445 0.78861
C -10.78609 10.42406 0.17584
C -9.84478 9.53769 0.50172
C -9.89137 8.80723 1.78569
O -9.03161 7.99468 2.08363
H -11.03711 8.55385 3.63125
H -12.79469 10.20790 3.02382
H -10.76822 10.96756 -0.76049
H -9.01113 9.31356 -0.15244

---

Going through the records in order, we get molar mass values of 1018.72; 916.87; 1042.18; 1204.02 g/mol.